Formula: C14H16N4O2
Source: the Open Molecules 2025 dataset
Level of theory: wB97M-V/def2-TZVPD

- frontier orbital gap (eV) = 9.410
- energy relative to the best compared isomer or geometry (same formula, charge and spin) (eV) = 0.000
- E_HOMO (eV) = -8.8
- DFT total energy (hartree) = -912.59072
- structure (SMILES) = NC(=O)[C@@H]1CCCN1Cc1nc(-c2ccccc2)no1

Element x y z (Å)
1 H 3.0456 -2.3274 0.8224
2 N -2.5083 -1.3047 1.4196
3 N 1.1805 -0.4649 -3.9513
4 C 2.4084 -1.5015 0.4910
5 H -4.1111 0.4529 2.3807
6 C 1.5204 -0.8992 -1.6096
7 C -1.8360 -0.2119 1.1698
8 C 1.1204 -1.4137 -2.9866
9 H -0.4992 2.0481 0.7789
10 C -3.0724 3.6732 2.2567
11 O -1.7493 -2.3157 0.9121
12 H 0.7891 -0.1235 -1.3162
13 H 4.2910 -0.4283 0.1605
14 C 0.3681 -2.6184 -0.2790
15 H -0.0655 -3.0305 -1.1975
16 H -1.2176 4.3330 1.4155
17 C -2.2652 1.1208 1.5423
18 C 2.9398 -0.3276 -1.5537
19 H 3.0256 0.6642 -1.9939
20 H -3.3873 4.6681 2.5356
21 C -1.4466 2.2136 1.2684
22 N 1.5972 -1.9665 -0.6278
23 H 2.8811 0.6102 0.3906
24 H 0.9260 -0.7171 -4.8919
25 C -3.8891 2.5864 2.5302
26 O 0.7551 -2.5421 -3.2241
27 H 3.6168 -1.0089 -2.0693
28 H 0.5883 -3.4592 0.3864
29 C 3.2291 -0.3233 -0.0519
30 C -3.4913 1.3118 2.1765
31 H -4.8390 2.7365 3.0216
32 H 1.7904 -1.1812 1.3398
33 C -0.6562 -1.7527 0.3804
34 N -0.6591 -0.4618 0.5120
35 C -1.8527 3.4851 1.6266
36 H 1.4728 0.4763 -3.7649

Cartesian forces, eV/Å:
-0.0251 0.0741 0.0952
-0.7109 0.8554 0.4709
0.0054 0.2468 -0.3852
0.1681 -0.1644 0.3430
-0.1010 -0.0573 0.0414
-0.0166 -0.0491 -0.0675
0.1233 -1.1856 -0.1837
0.0881 0.3578 0.1707
0.0738 -0.0026 -0.0392
0.0073 0.0558 0.0028
0.6716 -0.3709 -0.4083
0.1792 -0.0758 -0.1408
0.0113 0.0514 0.0343
-0.0495 -0.4462 -0.1806
0.0093 -0.0431 0.2061
0.0454 0.0538 -0.0159
-0.2649 0.5310 0.1970
-0.0906 -0.0034 0.0520
0.0176 0.0165 -0.0599
-0.0253 0.0704 0.0206
-0.0589 -0.2069 0.0060
-0.1696 0.2901 -0.1393
0.0244 0.0083 0.0207
-0.0153 -0.0028 0.0729
-0.0676 0.0213 0.0386
-0.0525 -0.4222 -0.0052
0.0074 0.0152 -0.0902
-0.0811 0.0119 -0.0611
-0.0414 -0.0367 -0.0345
0.1595 -0.0152 -0.0825
-0.0706 0.0045 0.0349
0.0758 -0.0285 -0.0303
-0.1952 0.5579 0.2296
0.3770 -0.1979 -0.1661
-0.0222 0.1068 0.0227
0.0137 -0.0206 0.0310